1.
{
  "formula": "C61H49CdClFGeNO4P3",
  "method": "ωB97M-V/def2-TZVPD",
  "elements": ["Cd", "F", "Ge", "C", "C", "C", "C", "C", "C", "P", "C", "C", "C", "C", "C", "C", "C", "C", "C", "C", "C", "C", "C", "C", "C", "C", "C", "C", "P", "C", "C", "C", "C", "C", "C", "C", "C", "C", "C", "C", "C", "C", "C", "C", "C", "C", "C", "P", "C", "C", "C", "C", "C", "C", "C", "C", "C", "C", "C", "C", "H", "H", "H", "H", "H", "H", "H", "H", "H", "H", "H", "H", "H", "H", "H", "H", "H", "H", "H", "H", "H", "H", "H", "H", "H", "H", "H", "H", "H", "H", "H", "H", "H", "H", "H", "H", "H", "H", "H", "H", "H", "H", "O", "H", "H", "O", "N", "Cl", "C", "C", "C", "C", "C", "C", "C", "O", "O", "H", "H", "H", "H", "H"],
  "coordinates": [[2.4370, -3.7359, -0.9536], [0.9526, 6.8200, -3.6397], [1.5027, -0.7897, 7.1662], [-8.6823, 3.0871, -1.8569], [-9.5243, 4.1942, -1.6961], [-9.0715, 5.3510, -2.2846], [-7.8586, 5.3841, -3.1083], [-7.1235, 4.1917, -2.9785], [-7.4413, 3.0314, -2.2213], [-6.2180, 1.7864, -1.8047], [-4.6296, 2.0064, -2.9349], [-4.5797, 2.2365, -4.3149], [-3.4341, 2.0009, -5.0191], [-2.3356, 1.4152, -4.3940], [-2.4631, 1.0572, -3.0348], [-3.6210, 1.3284, -2.3297], [-7.0235, 0.2168, -2.3207], [-7.0889, -0.5227, -3.4572], [-7.6881, -1.7477, -3.3647], [-8.3741, -2.1525, -2.2131], [-8.4068, -1.3074, -1.1333], [-7.7033, -0.1407, -1.2049], [2.2311, 7.4748, -3.7107], [2.3750, 7.7776, -5.0887], [3.6763, 8.1642, -5.4535], [4.7272, 8.1129, -4.4255], [4.3374, 7.9633, -3.0133], [3.1209, 7.6100, -2.6609], [2.5137, 6.8444, -1.0883], [2.6385, 5.1164, -1.7611], [3.5054, 4.5737, -0.8907], [4.2257, 3.3118, -1.1309], [3.9456, 2.6308, -2.3279], [2.7996, 3.1564, -3.0050], [2.1272, 4.2987, -2.7109], [1.5432, 8.2689, -0.8275], [0.1124, 8.6497, -0.7893], [-0.0550, 9.8702, -0.0824], [1.0416, 10.7692, 0.4620], [1.9951, 10.7308, -0.3777], [2.3651, 9.5314, -1.1130], [0.9607, -2.2896, 8.3425], [0.6175, -1.7824, 9.6096], [0.3763, -2.6311, 10.6896], [0.3175, -3.9838, 10.3746], [0.6690, -4.4665, 9.0950], [1.1315, -3.6286, 8.0327], [2.1120, -4.0799, 6.2856], [3.5162, -5.3194, 6.8215], [4.7982, -4.8981, 6.5010], [5.8706, -5.5942, 7.0243], [5.5636, -6.5753, 7.9011], [4.3154, -7.1664, 8.1847], [3.2366, -6.4654, 7.6293], [0.8427, -5.0046, 5.3384], [-0.5463, -5.0405, 5.5647], [-1.3931, -5.6265, 4.6398], [-0.9608, -5.8147, 3.3250], [0.3292, -5.4772, 2.9540], [1.2045, -5.0980, 3.9501], [-10.3789, 4.2834, -1.1221], [-9.8672, 6.1387, -2.3780], [-7.7861, 6.2302, -3.7113], [-6.2005, 3.9171, -3.4671], [-5.4413, 2.6558, -4.8411], [-3.4485, 2.1957, -6.1228], [-1.3904, 1.2431, -4.8801], [-1.6326, 0.5547, -2.5721], [-3.6608, 0.9666, -1.2705], [-6.6457, -0.0251, -4.2933], [-7.6555, -2.4458, -4.2005], [-8.8803, -3.0869, -2.3710], [-9.0021, -1.6297, -0.2998], [-7.6370, 0.4874, -0.3419], [1.8433, 7.1191, -5.7339], [4.1628, 7.8601, -6.4470], [5.7714, 8.1543, -4.6012], [5.2655, 7.8880, -2.2581], [3.9115, 5.1568, -0.0018], [5.1789, 3.1827, -0.5815], [4.5827, 1.9344, -2.7859], [2.3757, 2.6278, -3.9015], [1.2693, 4.6286, -3.2713], [-0.8299, 8.3724, -1.4543], [-1.0992, 10.2906, 0.2056], [0.4654, 11.5624, 1.1138], [2.7239, 11.5353, -0.4125], [3.3746, 9.8721, -1.6059], [0.5772, -0.6750, 9.6879], [0.2006, -2.2044, 11.7039], [-0.0716, -4.6937, 11.1257], [0.3188, -5.4429, 8.7559], [4.6964, -4.1138, 5.8343], [6.9411, -5.5201, 6.8137], [6.4873, -7.0238, 8.4176], [4.2124, -8.1315, 8.7096], [2.3341, -7.0514, 7.6341], [-0.9592, -4.7161, 6.5341], [-2.3634, -6.0354, 4.8865], [-1.6798, -6.2578, 2.6406], [0.5069, -5.4832, 1.8822], [2.1345, -4.9278, 3.4934], [-0.2687, -6.6225, -4.7582], [0.0274, -7.4366, -4.4280], [-1.2328, -6.7213, -4.8196], [6.8194, 0.0791, -10.2395], [7.6286, -0.4839, -10.9333], [4.4328, -10.4362, -0.8392], [4.0395, -9.0763, -1.7952], [4.6677, -7.8632, -1.2558], [4.3488, -6.7054, -1.8820], [3.3272, -6.5728, -2.7825], [2.6751, -7.7134, -3.2567], [3.1435, -8.9686, -2.8325], [2.7813, -5.1566, -2.9101], [3.7545, -4.2429, -2.7387], [1.6824, -4.6689, -3.0194], [5.2136, -8.0047, -0.3490], [4.8949, -5.8356, -1.5807], [1.8405, -7.6055, -3.9484], [2.4813, -9.8642, -3.0293], [1.2265, -3.1168, -0.2838]],
  "forces_ev_per_a": [[2.1092, -0.2541, -2.5634], [1.4969, 0.7882, 1.5151], [-0.1490, -1.6691, 0.4775], [-4.0381, -0.1334, 3.0985], [2.6868, -0.3395, -1.2254], [-0.1988, 0.9845, -2.2458], [-2.4494, -3.3888, 3.2954], [1.5194, 0.8686, -1.0111], [1.3790, 1.2799, -1.9697], [2.0258, 0.1751, -0.9814], [-3.4542, -0.7871, 0.1569], [-0.8728, 0.8045, 0.4967], [0.6687, -0.2709, -1.7815], [-0.4364, -0.0031, 1.4311], [0.6162, 0.2240, -1.4468], [1.6029, -0.7284, 1.4823], [0.4971, 2.1637, 1.0366], [0.6703, 0.4898, -0.2282], [-0.3749, -1.0033, -0.7330], [0.6808, 0.2390, -1.8111], [-1.0539, -1.3623, -0.0281], [-0.5499, -0.6624, 1.5504], [-2.7873, 0.0047, -3.3006], [2.9214, -0.7099, 2.2441], [3.7844, -2.4906, 0.8379], [-3.9169, 0.9485, 1.5719], [6.7957, 0.3139, -2.1138], [-3.4288, -2.1706, 0.3183], [2.9639, 0.3804, -0.2442], [-1.8950, 1.3139, 2.3923], [4.2357, -2.2940, 2.4308], [-0.0237, 1.6662, -1.2826], [-1.7752, 3.0750, 1.4002], [-0.1161, -2.4529, -1.9669], [-0.6867, 0.0308, -1.3598], [-1.9847, 4.6538, -3.8115], [-0.0936, 2.5661, 0.9152], [-0.9284, -0.0191, 1.8819], [-9.8974, -0.4702, 2.0875], [5.7535, -0.5772, -2.8349], [-0.4211, 0.3900, 1.9993], [1.2702, 2.0121, -1.2207], [-0.0092, 0.5395, 0.0977], [0.1311, 0.9888, -0.0431], [-0.1923, -0.7509, -0.2087], [-0.6603, 0.1181, -1.4307], [0.3024, -1.3030, 0.4042], [-0.8120, -0.4456, 2.5689], [-2.3251, 0.1185, 0.8485], [-1.5149, -1.0858, 0.6602], [0.3923, 0.4646, -0.4488], [2.2578, -3.2651, 2.7064], [0.0361, 1.6616, -0.9722], [1.2570, -0.8991, -0.6909], [-0.1892, 1.6787, -2.2723], [0.5777, -0.5815, 1.6785], [0.2543, -0.3446, -1.0712], [-0.8190, -0.4616, 0.7988], [-1.4589, -0.0200, 0.1930], [-0.7265, -0.8422, 0.0665], [-1.8025, -0.6025, 0.8699], [1.3316, -0.2392, 0.3682], [1.0818, 0.9376, -1.0489], [0.3336, 1.4237, -0.5661], [0.2316, -0.1825, 0.1994], [0.2510, -0.1070, 1.1729], [-0.0030, -0.0895, -0.3213], [0.1530, -0.1222, 0.2447], [-0.2466, 0.5876, -1.0050], [0.2898, -0.6502, -0.9550], [-0.1336, 0.2754, 0.0043], [-0.2844, -0.3079, 0.8637], [-0.0140, 0.3098, 0.5557], [-0.0920, 0.2181, 0.5352], [-1.0808, 0.5392, -0.7426], [-1.4459, 1.2603, 0.9500], [0.6507, 0.2869, -0.6151], [-2.4041, 0.3166, -1.5463], [-0.7917, -0.7870, -1.3115], [-0.9570, -0.3348, -0.0942], [0.4886, -1.1852, -0.2355], [0.7586, 0.2246, 0.9239], [-0.0268, -0.2199, -0.3248], [2.4430, -0.5742, 1.8260], [1.6917, -1.0968, -0.8972], [2.4043, -1.1228, -1.2421], [0.0907, 0.0405, -0.2521], [-1.8277, -2.3131, 0.8829], [-0.1217, -0.7022, 0.4301], [0.0211, -0.6388, -0.9617], [0.3871, 0.3694, -0.5251], [0.7550, -0.3134, 0.7307], [1.2665, 1.7264, -1.2772], [-0.5646, 0.7859, -0.1961], [-1.5267, 0.3497, -0.8655], [0.0795, 0.8640, -0.1875], [-0.8919, 0.7809, 0.0681], [0.3236, -0.4105, -0.3678], [-0.1986, 0.6292, 0.2799], [0.2650, 0.1778, -0.1447], [0.7549, -0.0131, 0.2981], [1.8127, 0.5009, 0.5679], [-1.1796, 1.5890, -0.7548], [0.4910, -1.7677, 0.7018], [0.4508, 0.1172, -0.0273], [3.8527, -2.6802, -3.3027], [-3.8529, 2.6803, 3.3030], [-0.3212, -1.0717, -0.3344], [1.3640, 3.2151, 1.4785], [-1.7842, -3.2549, -1.8650], [1.3929, 0.7683, 1.3782], [-2.4136, -0.1454, -1.2057], [0.8442, 0.4749, 0.1580], [-2.2305, -1.6060, 0.3608], [4.0963, 1.9893, -0.6596], [-0.2355, -0.9526, 1.6592], [-3.1199, -1.7670, -0.2813], [0.7501, 0.4074, 0.0995], [-0.0910, 0.5749, 0.1339], [0.3659, -0.1559, 0.2692], [1.1942, 0.9366, -0.2622], [-1.6724, 0.9006, 1.7188]],
  "lumo_ev": -5.546,
  "charge": 1,
  "gap_ev": 3.08
}

***

2.
{
  "formula": "C2H6N3O2",
  "method": "ωB97M-V/def2-TZVPD",
  "elements": ["C", "C", "N", "N", "N", "O", "O", "H", "H", "H", "H", "H", "H"],
  "coordinates": [[-3.3669, 0.3702, -0.0590], [2.9316, 0.2045, 0.4167], [0.4518, -0.2118, 0.3751], [-3.0023, -0.3315, 0.8946], [-0.5822, 0.2212, 0.1119], [-1.1281, 1.1013, -0.6359], [1.9081, 0.6760, -0.2179], [-3.5493, 1.5326, 0.1706], [-3.6248, 0.1610, -1.0631], [-2.7363, -1.3161, 0.7228], [3.9208, 0.3742, -0.2085], [2.9533, -0.8073, 0.7551], [2.9556, 0.8813, 1.3003]],
  "forces_ev_per_a": [[-0.8942, 3.9830, 0.8474], [3.3797, 2.0244, 1.0810], [1.5585, -0.9816, 1.3362], [0.3052, -1.5919, 1.5484], [-1.5124, 1.1742, -1.9072], [0.9234, -0.3091, 0.5790], [-3.5522, 0.6638, -3.4426], [0.2273, -2.4397, -0.3733], [0.1600, -0.8490, -1.2034], [-0.4792, 0.6988, -0.4042], [-1.1823, -0.3760, 1.0178], [-0.3143, -1.3765, 0.2144], [1.3806, -0.6205, 0.7063]],
  "lumo_ev": [4.222, 4.221],
  "charge": -1,
  "gap_ev": [7.56, 7.56]
}